Record 1
Here is a molecular structure, C12H19ClLuN5O5S in a non-equilibrium geometry from the Open Molecules 2025 dataset. Energies are from ωB97M-V/def2-TZVPD.

```
44
Properties=species:S:1:pos:R:3:lowdin_charge:R:1
Lu 0.33 0.58 -0.10 1.462
Cl -0.13 3.08 0.54 0.710
S 2.65 -0.56 -0.89 0.532
O 1.25 2.65 0.16 -0.433
O -1.29 -0.18 0.88 -0.289
O -0.41 2.40 1.79 -0.295
O -0.28 4.48 0.56 -0.231
O -1.00 2.43 -0.49 -0.422
N 1.36 -0.32 1.76 -0.140
N 4.69 -0.86 0.78 0.050
N 2.75 -0.53 1.87 -0.020
N 0.91 1.60 -2.43 -0.085
N -0.52 -1.45 -1.36 -0.072
C -1.65 -0.25 2.16 -0.359
C 0.67 0.79 -3.64 -0.248
C -3.36 -0.26 3.86 -0.080
C -0.67 -0.40 3.16 -0.157
C -0.91 -1.21 -3.80 -0.200
C 3.35 -0.64 0.73 -0.874
C -0.19 -1.97 -2.70 -0.265
C 0.76 -0.50 2.88 -0.070
C -0.79 0.31 -3.69 -0.195
C -1.07 -0.49 4.50 -0.047
C -2.99 -0.18 2.53 -0.013
C -2.40 -0.42 4.86 -0.096
H -0.30 -0.62 5.25 0.111
H 0.89 -1.89 -2.81 0.071
H -1.30 0.64 -2.78 0.094
H -3.73 -0.05 1.74 0.114
H -0.12 -2.07 -0.66 0.076
H -1.97 -1.48 -3.81 0.113
H 5.23 -0.76 -0.06 0.065
H -1.52 -1.47 -1.19 0.091
H 1.40 -0.77 3.72 0.124
H -2.69 -0.48 5.90 0.097
H 1.89 1.80 -2.33 0.058
H 1.36 -0.05 -3.59 0.087
H -0.43 -3.03 -2.78 0.116
H 5.15 -0.76 1.67 0.091
H -4.41 -0.19 4.12 0.102
H 0.92 1.34 -4.55 0.114
H -0.51 -1.55 -4.76 0.118
H 0.42 2.49 -2.50 0.084
H -1.33 0.79 -4.51 0.111
```

HOMO-LUMO gap = 8.23 eV
electronic energy = -87416.2308 eV
LUMO energy = 0.48 eV



Record 2
Here is a molecular structure, C38H43CrN5OSbSe4Te from the Open Molecules 2025 dataset. Energies are from ωB97M-V/def2-TZVPD.

```
94
Properties=species:S:1:pos:R:3:lowdin_charge:R:1
Te -2.03 -1.06 0.32 1.535
Sb 3.80 1.96 -4.99 -0.226
Se 2.66 2.31 -2.73 0.226
Se 2.44 2.75 -6.79 -0.257
Se 6.16 2.48 -4.85 -0.218
Se 3.53 -0.52 -4.49 0.182
Cr 2.66 -0.02 -2.29 -0.028
O 0.20 -2.54 -1.65 -0.041
N 4.83 0.30 -1.52 0.020
N 3.39 -1.93 -1.42 0.054
N 2.40 0.32 0.01 -0.156
N 1.18 -0.67 -2.45 -0.078
N -0.32 1.68 -1.09 0.121
C -4.84 -2.22 3.51 -0.022
C -5.23 -1.67 1.11 -0.071
C 1.27 1.08 0.63 -0.127
C 4.37 -4.13 -0.08 -0.057
C 0.21 4.40 -0.81 -0.076
C -2.09 -1.96 3.26 -0.320
C -4.57 3.12 -0.19 -0.271
C 3.64 0.97 0.48 -0.137
C 4.91 0.56 -0.22 -0.263
C 4.08 -2.86 -2.07 -0.108
C 3.65 -3.16 0.59 -0.005
C -4.46 2.20 -1.23 -0.025
C 0.59 2.12 -0.22 -0.336
C 6.11 0.61 0.46 -0.022
C 5.95 0.15 -2.21 -0.176
C 7.29 0.43 -0.26 -0.062
C 0.85 3.47 -0.02 -0.063
C -3.15 0.73 0.15 -0.431
C -2.91 -1.72 2.15 -0.425
C 2.26 -1.06 0.51 -0.128
C -0.91 2.59 -1.86 -0.139
C -3.95 2.83 1.01 -0.015
C -4.30 -1.87 2.27 -0.298
C -0.68 3.95 -1.77 -0.057
C 0.22 -2.23 -4.03 -0.018
C -4.04 -2.43 4.62 -0.274
C -0.58 -1.83 3.21 -0.088
C -2.67 -2.31 4.48 -0.025
C 4.58 -3.98 -1.44 -0.041
C -3.76 1.01 -1.08 -0.338
C -3.65 0.07 -2.25 -0.093
C -2.56 1.42 2.53 -0.056
C -4.66 -2.81 5.94 -0.057
C -3.23 1.65 1.20 -0.288
C -5.31 4.41 -0.39 -0.054
C 3.16 -2.07 -0.12 -0.235
C 7.20 0.22 -1.62 -0.044
C 0.51 -1.84 -2.60 -0.624
H -5.34 -0.61 0.86 0.077
H 4.25 -2.67 -3.12 0.049
H 3.46 -3.23 1.66 0.114
H -2.03 -2.49 5.33 0.112
H 4.76 -4.99 0.45 0.107
H 0.51 0.36 0.94 0.053
H -1.54 1.05 2.39 0.051
H -4.92 2.42 -2.18 0.119
H -5.35 4.99 0.53 0.070
H -0.17 -2.11 2.25 0.031
H -5.92 -2.33 3.59 0.116
H 8.08 0.12 -2.24 0.110
H -2.61 -0.10 -2.52 0.062
H -4.82 5.03 -1.16 0.079
H -0.73 -2.76 -4.07 0.079
H 1.25 -1.38 0.26 0.090
H 2.37 -1.09 1.60 0.134
H 0.22 -1.36 -4.68 0.077
H -1.18 4.63 -2.45 0.106
H -6.22 -2.08 1.34 0.074
H -4.00 3.55 1.83 0.112
H 6.14 0.80 1.53 0.109
H -4.85 -2.16 0.21 0.057
H 1.64 1.56 1.53 0.123
H -4.17 0.49 -3.12 0.078
H -5.43 -2.10 6.24 0.077
H 8.25 0.46 0.23 0.104
H -1.61 2.21 -2.60 0.110
H -6.33 4.23 -0.73 0.077
H 5.14 -4.72 -2.00 0.107
H -3.91 -2.84 6.73 0.070
H 3.51 2.03 0.26 0.120
H 0.42 5.46 -0.70 0.107
H -0.28 -0.80 3.41 0.079
H 5.82 -0.03 -3.27 0.002
H 1.58 3.78 0.72 0.111
H 1.01 -2.89 -4.37 0.079
H -4.09 -0.90 -2.02 0.060
H -5.12 -3.80 5.89 0.079
H -0.13 -2.47 3.98 0.076
H -2.52 2.35 3.10 0.078
H -3.08 0.67 3.13 0.077
H 3.75 0.85 1.56 0.130
```

charge = -1
HOMO-LUMO gap (spin up / spin down) = 5.78 / 5.78 eV
electronic energy = -353243.9348 eV
LUMO energy (spin up / spin down) = 1.85 / 1.85 eV



Record 3
Here is 2 unconnected molecules or ions with the total composition C4H12N2S in a non-equilibrium geometry from the Open Molecules 2025 dataset. Energies are from ωB97M-V/def2-TZVPD.

```
19
Properties=species:S:1:pos:R:3:lowdin_charge:R:1
S 2.00 -0.59 1.21 0.559
N -0.75 0.09 -2.68 -0.040
N -2.23 -0.66 -0.31 0.048
C 0.77 0.80 1.55 -0.577
C -0.84 -0.28 -0.17 -0.499
C -0.63 0.59 1.08 -0.285
C -0.35 0.63 -1.34 -0.312
H -2.70 -0.02 -0.92 0.063
H 0.75 0.90 2.64 0.068
H 1.52 -1.09 -1.01 0.185
H 1.27 1.66 1.02 0.068
H -0.14 -1.16 -0.08 0.048
H 0.07 -0.59 -2.94 0.089
H -0.95 1.54 -1.37 0.101
H -2.20 -1.48 -0.87 0.050
H -1.15 -0.06 1.86 0.131
H -0.88 0.92 -3.32 0.084
H 0.75 0.85 -1.18 0.078
H -1.15 1.60 0.96 0.140
```

HOMO-LUMO gap = 7.12 eV
electronic energy = -18153.4464 eV
LUMO energy = -2.08 eV



Record 4
Here is C18H21NO5S in the gas phase in a non-equilibrium geometry from the Open Molecules 2025 dataset. Energies are from ωB97M-V/def2-TZVPD.

```
46
Properties=species:S:1:pos:R:3:lowdin_charge:R:1
S 4.72 0.44 -0.19 0.682
O -1.61 -0.35 1.05 -0.077
O 5.35 -0.11 -1.36 -0.324
O 0.82 1.95 0.89 0.086
O 5.54 1.23 0.69 -0.317
O -0.01 -2.19 -0.89 0.038
N 0.84 0.60 -0.93 0.019
C -3.98 2.01 -0.45 -0.072
C -0.91 -1.44 3.05 -0.054
C 2.22 0.19 -0.71 -0.311
C -3.49 0.94 0.27 0.003
C -1.74 2.71 -0.95 -0.018
C -0.65 -1.23 -1.60 -0.262
C -3.11 2.90 -1.05 -0.077
C -0.91 -3.14 -0.61 -0.115
C -2.11 0.74 0.38 -0.240
C -2.12 -2.83 -1.13 -0.050
C -1.42 -0.14 2.45 -0.227
C -1.24 1.63 -0.24 -0.083
C 0.11 -0.02 -2.02 -0.044
C -1.96 -1.58 -1.77 -0.025
C 3.88 -0.91 0.72 -0.185
C 0.23 1.42 -0.04 -0.394
C 3.22 1.33 -0.70 -0.143
C 2.41 -0.55 0.63 -0.163
H 2.49 -0.50 -1.52 0.154
H 3.39 1.78 -1.68 0.115
H 4.13 -1.83 0.20 0.105
H 0.83 -0.28 -2.80 0.140
H -1.05 3.41 -1.41 0.124
H -0.60 0.70 -2.44 0.135
H 2.13 0.12 1.44 0.120
H 2.97 2.08 0.04 0.104
H -1.63 -2.23 2.87 0.078
H 4.26 -0.94 1.74 0.103
H -4.15 0.24 0.75 0.124
H -0.77 -1.32 4.12 0.078
H -2.37 0.16 2.91 0.126
H -3.49 3.75 -1.61 0.103
H 1.77 -1.43 0.66 0.110
H 0.03 -1.72 2.59 0.065
H -3.02 -3.41 -1.06 0.102
H -0.57 -3.98 -0.04 0.122
H -0.69 0.67 2.60 0.121
H -2.71 -1.01 -2.29 0.117
H -5.04 2.16 -0.53 0.105
```

HOMO-LUMO gap = 9.40 eV
electronic energy = -41568.7230 eV
structure (SMILES) = CCOc1ccccc1C(=O)N(Cc1ccco1)[C@@H]1CCS(=O)(=O)C1
LUMO energy = 0.60 eV